The following is a DFT calculation (ωB97M-V/def2-TZVPD) of C41H47N4O7RuS4Te as an isolated structure.

The geometry in XYZ format:
```
105
C41H47N4O7RuS4Te | OMol25 | ωB97M-V/def2-TZVPD
Ru -1.1404 0.8012 0.2326
O -2.6496 -1.3514 1.3793
C -3.9734 -0.8503 1.3434
C -3.9502 0.6119 1.7406
N -3.1280 1.4875 0.8624
C -3.7285 1.6059 -0.4847
C -3.4680 0.3430 -1.3242
O -4.2855 -0.0481 -2.1237
O -2.3006 -0.2133 -1.1077
C -2.9478 2.8014 1.5195
C -1.5483 3.3943 1.3322
O -1.3676 4.5763 1.4648
O -0.5968 2.5130 1.1110
H -2.4556 -1.8211 0.5568
H -4.5784 -1.3706 2.0945
H -4.4438 -1.0170 0.3720
H -3.5256 0.6757 2.7434
H -4.9768 1.0020 1.7504
H -3.2111 2.4191 -1.0085
H -4.7899 1.8663 -0.4257
H -3.0421 2.6610 2.5990
H -3.6985 3.5212 1.1859
C 1.4917 -1.2411 3.5330
S 1.4427 -0.5366 1.8758
C 1.7605 1.1601 2.3718
O -0.0188 -0.6418 1.4953
H 0.7312 -0.7477 4.1389
H 2.4912 -1.0937 3.9374
H 1.2779 -2.3027 3.4381
H 2.7482 1.1920 2.8300
H 0.9818 1.4682 3.0708
H 1.7419 1.7791 1.4803
S -2.0292 5.1387 8.0996
C -2.1563 3.7201 7.2442
S -1.1100 3.3897 5.8933
C -1.9286 1.8446 5.5892
N -2.8860 1.6410 6.4352
N -3.0085 2.6711 7.3576
C -4.0555 2.4789 8.2998
C -4.1407 3.1865 9.4952
C -5.1891 2.9371 10.3695
C -6.1568 1.9915 10.0760
C -6.0626 1.2820 8.8874
C -5.0235 1.5164 8.0048
S -1.4701 0.8224 4.3082
H -3.3974 3.9247 9.7405
H -5.2404 3.4956 11.2949
H -6.9712 1.8063 10.7641
H -6.8045 0.5342 8.6398
H -4.9423 0.9582 7.0862
C 4.2315 -7.2435 -4.5642
C 3.4906 -6.1050 -3.9167
C 2.4183 -5.4918 -4.5454
C 1.7292 -4.4364 -3.9583
C 0.5656 -3.8284 -4.6953
C 2.1338 -3.9607 -2.7071
Te 1.1909 -2.2596 -1.8369
N 0.3897 0.7667 -0.7847
C 0.4407 1.8750 -1.5513
O -0.6032 2.4476 -1.9193
C 1.7827 2.4327 -1.8887
C 2.9427 1.7636 -1.5112
C 4.1817 2.3135 -1.8016
C 4.2639 3.5238 -2.4747
C 3.1054 4.1930 -2.8503
C 1.8659 3.6504 -2.5533
C 1.4633 -0.9739 -3.5082
C 0.3447 -0.4405 -4.1552
C -1.0723 -0.7835 -3.7837
C 0.5385 0.4689 -5.1925
C 1.8016 0.8378 -5.6236
C 1.9859 1.8600 -6.7111
C 2.8965 0.2534 -5.0038
C 2.7536 -0.6354 -3.9478
C 4.0037 -1.1824 -3.3105
C 3.2046 -4.5809 -2.0448
C 3.7241 -4.1599 -0.6895
C 3.8599 -5.6409 -2.6622
H 3.7532 -7.5420 -5.4961
H 4.2664 -8.1119 -3.9053
H 5.2615 -6.9605 -4.7894
H 2.0970 -5.8484 -5.5177
H 0.2006 -4.5059 -5.4665
H 0.8509 -2.8880 -5.1707
H -0.2455 -3.6027 -4.0014
H 2.8609 0.8154 -0.9938
H 5.0836 1.7908 -1.5104
H 5.2323 3.9511 -2.7037
H 3.1711 5.1429 -3.3651
H 0.9477 4.1524 -2.8233
H -1.1485 -1.7754 -3.3392
H -1.7172 -0.7334 -4.6613
H -1.4611 -0.0746 -3.0500
H -0.3338 0.9000 -5.6710
H 1.0362 2.0996 -7.1875
H 2.6753 1.5023 -7.4771
H 2.3983 2.7836 -6.3001
H 3.8958 0.5287 -5.3232
H 4.8482 -0.5210 -3.5035
H 4.2451 -2.1689 -3.7127
H 3.8697 -1.2949 -2.2328
H 3.0274 -3.5261 -0.1468
H 4.6562 -3.6014 -0.8021
H 3.9404 -5.0414 -0.0853
H 4.6852 -6.1162 -2.1421
```

Its LUMO energy (alpha / beta) is 0.069 / 0.037 Eh. Its expectation value of S² is 6.016. The relative energy (zero: lowest compared OMol25 entry of this formula, charge and spin) comes out at 10.2 kcal per mole. For the electronic energy, the calculation gives -116790.0435 eV. The HOMO energy (alpha / beta) is -4.85 / -4.85 eV. As for the total charge: -1. Its multiplicity is 5.

The following is a DFT calculation (ωB97M-V/def2-TZVPD) of C41H48AsBiN3O5PS5 as an isolated structure.

The geometry in XYZ format:
```
105
C41H48AsBiN3O5PS5 | OMol25 | ωB97M-V/def2-TZVPD
Bi 0.1959 -0.1276 0.3369
C 2.7555 -1.2492 3.5974
C 1.6705 -0.7031 4.5220
S 0.0765 -0.3485 3.7182
C -0.2216 1.3482 4.2630
C 0.6628 2.4576 3.6915
S 0.9734 2.4177 1.8970
C 2.7864 2.3925 1.8397
C 3.4826 1.2627 2.5833
S 2.9896 -0.3907 2.0187
H 2.5453 -2.2819 3.3165
H 3.7104 -1.2458 4.1250
H 2.0022 0.2189 4.9981
H 1.4851 -1.4276 5.3148
H -0.1635 1.3773 5.3518
H -1.2585 1.5324 3.9925
H 1.6329 2.4909 4.1849
H 0.1644 3.4059 3.8941
H 3.1405 3.3531 2.2191
H 3.0099 2.3334 0.7746
H 3.3021 1.3259 3.6550
H 4.5581 1.3540 2.4263
C 0.2660 -4.8302 -5.3964
C -0.6856 -3.8718 -5.0816
C -0.5218 -3.0740 -3.9573
C 0.5999 -3.2375 -3.1505
C 1.5512 -4.2076 -3.4633
C 1.3835 -4.9995 -4.5870
P 0.7758 -2.2619 -1.6354
C 2.5448 -1.7971 -1.4739
C 3.4346 -2.5451 -0.8129
C 4.8166 -2.1281 -0.5944
C 5.2963 -1.0063 -1.1127
C 4.4774 -0.1671 -2.0489
C 2.9402 -0.4587 -2.0584
C 0.5883 -3.5226 -0.3106
C -0.1389 -4.6826 -0.5755
C -0.4470 -5.5818 0.4370
C -0.0558 -5.3297 1.7430
C 0.6439 -4.1655 2.0290
C 0.9609 -3.2766 1.0131
H 0.1369 -5.4513 -6.2727
H -1.5575 -3.7432 -5.7086
H -1.2778 -2.3408 -3.7056
H 2.4201 -4.3466 -2.8314
H 2.1224 -5.7511 -4.8304
H 3.1337 -3.4933 -0.3859
H 5.4519 -2.7627 0.0090
H 6.3209 -0.7042 -0.9417
H 4.8410 -0.3943 -3.0623
H 2.6149 -0.4588 -3.1014
H -0.4665 -4.8973 -1.5842
H -0.9941 -6.4850 0.1996
H -0.2780 -6.0401 2.5282
H 0.9453 -3.9544 3.0478
H 1.5567 -2.4053 1.2626
C -4.7678 -3.5973 -0.3311
As -3.8743 -2.1770 0.6024
C -5.2330 -0.8519 0.9395
C -3.2866 -2.8835 2.2917
S -2.2522 -1.5462 -0.6061
H -5.5418 -4.0257 0.3047
H -4.0362 -4.3548 -0.6031
H -5.2173 -3.1826 -1.2313
H -6.2015 -1.3506 0.9303
H -5.1957 -0.1019 0.1520
H -5.0738 -0.3827 1.9066
H -4.1466 -3.0945 2.9261
H -2.6360 -2.1557 2.7761
H -2.7240 -3.7962 2.1013
C 4.2211 4.2398 -4.0841
C 4.6164 3.4482 -2.8876
C 5.1943 3.9698 -1.7544
C 5.5521 3.1052 -0.7209
N 5.3187 1.7832 -0.7916
C 4.7454 1.3046 -1.8648
S 1.9627 0.9251 -1.3093
N 4.4182 2.1139 -2.9002
C 6.2427 3.6156 0.4972
H 5.0028 4.9552 -4.3330
H 3.3118 4.8030 -3.8654
H 4.0331 3.6052 -4.9485
H 5.3785 5.0322 -1.6822
H 3.9621 1.7013 -3.7060
H 7.1813 4.0963 0.2156
H 6.4541 2.8015 1.1842
H 5.6329 4.3741 0.9915
O -0.8510 0.3594 -3.7021
C 0.1410 -0.0637 -3.3834
O -2.5627 2.3697 -1.6348
C -2.0745 1.9935 -0.6044
O -0.8618 1.4496 -0.5545
C -2.7982 2.2042 0.7008
C -3.6093 3.3311 0.8090
C -4.3281 3.5747 1.9680
C -4.2391 2.6585 2.9997
C -3.4675 1.5162 2.9136
C -2.7332 1.3045 1.7576
N -5.0024 2.8950 4.2455
O -4.8351 2.1029 5.1519
O -5.7328 3.8573 4.2758
H -3.6746 4.0075 -0.0319
H -4.9530 4.4488 2.0785
H -3.4584 0.8196 3.7409
H -2.1337 0.4029 1.6832
```

Its LUMO energy is -0.202 Eh. The relative energy (zero: lowest compared OMol25 entry of this formula, charge and spin) comes out at 50.6 kcal per mole. For the electronic energy, the calculation gives -188132.5348 eV. The HOMO energy is -12.83 eV. As for the total charge: +2.

The following is a DFT calculation (ωB97M-V/def2-TZVPD) of C41H48B2I2N4O26 as an isolated structure.

The geometry in XYZ format:
```
123
C41H48B2I2N4O26 | OMol25 | ωB97M-V/def2-TZVPD
C -0.0165 -2.5655 2.1052
C 1.4719 -2.4275 2.4246
I 2.2308 -3.6949 3.9441
C 2.2231 -1.5199 1.7829
I 4.2827 -1.2717 2.2712
C 1.5839 -0.6771 0.7291
C 1.3321 0.7266 1.0148
B 1.7452 1.3799 2.4050
N 0.7316 1.6067 3.4735
O 3.0175 1.7628 2.6820
C 0.7199 1.5169 0.1039
C 0.3141 1.0273 -1.1684
N -0.2700 1.9103 -2.0284
C -0.5790 1.3341 -3.1632
C -1.2550 2.2388 -4.2267
O -1.5602 3.5255 -3.6347
N -2.7826 3.3743 -2.9341
O -3.6363 3.9080 -3.5349
C -0.3767 -0.0514 -3.4866
B -0.7785 -0.6959 -4.8981
O -1.9448 -0.4183 -5.5723
O 0.0940 -1.6160 -5.4528
N 0.1857 -0.8788 -2.6230
C 0.5568 -0.3200 -1.4420
C 1.2068 -1.1569 -0.4848
C 1.4780 -2.6051 -0.8580
C 2.7782 -2.7325 -1.6615
C 3.7465 -1.7444 -1.6846
C 4.9252 -1.8982 -2.3804
C 5.1810 -3.0402 -3.1084
C 4.1997 -4.0190 -3.1130
C 3.0324 -3.8827 -2.3935
C 2.0425 -5.0451 -2.4405
H -0.5395 -1.6034 2.0960
H -0.1920 -3.0281 1.1253
H -0.4458 -3.2611 2.8365
H 0.4380 0.6890 3.8116
H -0.0984 2.0191 3.0487
H 3.0154 2.3873 3.4200
H 0.5473 2.5648 0.3533
H -0.6289 2.3797 -5.1093
H -2.2267 1.8095 -4.4919
H -2.6798 -0.2220 -4.9810
H -0.3383 -2.4757 -5.3435
H 0.6602 -2.9413 -1.5035
H 1.6051 -3.2389 0.0225
H 3.6035 -0.8078 -1.1455
H 5.6732 -1.1072 -2.3530
H 6.0995 -3.2024 -3.6655
H 4.3720 -4.9155 -3.7071
H 1.0293 -4.7140 -2.7044
H 2.0734 -5.5430 -1.4723
H 2.3712 -5.7623 -3.1949
C 6.3696 -0.2977 7.3112
C 6.2480 -0.5644 5.8339
O 5.5020 -1.7850 5.8006
C 4.8037 -1.8705 6.9570
O 3.9571 -2.6823 7.1713
O 5.1899 -0.9201 7.8378
H 6.3871 0.7637 7.5488
H 7.2452 -0.7746 7.7494
H 5.6816 0.2093 5.3098
H 7.2136 -0.6855 5.3485
C -3.2784 6.6331 -1.4332
C -4.7826 6.6961 -1.5395
O -5.1355 7.5374 -0.4421
C -4.0531 8.3055 -0.1427
O -4.0667 9.2220 0.6084
O -2.9535 7.8800 -0.8213
H -2.7920 6.5365 -2.4019
H -2.9389 5.8233 -0.7827
H -5.1174 7.1644 -2.4683
H -5.2534 5.7196 -1.4475
C 0.7990 -9.3411 0.7652
C 1.3161 -8.1460 1.5298
O 2.3239 -7.6326 0.6566
C 2.0309 -8.0464 -0.6027
O 2.5763 -7.6506 -1.5804
O 1.0308 -8.9648 -0.5939
H -0.2578 -9.5288 0.9404
H 1.3618 -10.2520 0.9797
H 0.5524 -7.3797 1.6771
H 1.7390 -8.4127 2.4955
C -5.4099 5.2410 -6.1645
C -6.0699 4.0492 -6.8123
O -7.4429 4.4406 -6.8529
C -7.4871 5.7970 -6.8225
O -8.4670 6.4410 -7.0100
O -6.2642 6.3193 -6.5501
H -4.3952 5.4051 -6.5202
H -5.3969 5.1733 -5.0755
H -5.7204 3.8791 -7.8326
H -5.9432 3.1336 -6.2388
C -11.3220 9.4392 -7.1781
C -11.4802 8.1393 -6.4302
O -12.7840 8.2668 -5.8562
C -13.4828 9.1528 -6.6115
O -14.6472 9.3567 -6.5047
O -12.6716 9.7745 -7.5077
H -10.7164 9.3370 -8.0755
H -10.9029 10.2330 -6.5561
H -11.4673 7.2717 -7.0916
H -10.7275 8.0046 -5.6577
C 9.0212 -4.1119 4.7604
C 9.1021 -5.0699 5.9239
O 9.5009 -4.2172 7.0012
C 9.1242 -2.9560 6.6887
O 9.1548 -2.0351 7.4414
O 8.7015 -2.8752 5.4024
H 8.2537 -4.3851 4.0400
H 9.9744 -4.0027 4.2394
H 8.1362 -5.5166 6.1671
H 9.8292 -5.8631 5.7675
C 0.7175 -2.9448 8.2102
C -0.0258 -1.6893 7.8253
O -0.6642 -2.0679 6.6033
C -0.7860 -3.4210 6.6037
O -1.4200 -4.0375 5.8087
O -0.0910 -3.9732 7.6254
H 0.7938 -3.0768 9.2873
H 1.7159 -2.9902 7.7758
H -0.7932 -1.4147 8.5527
H 0.6357 -0.8395 7.6710
```

Its LUMO energy is -0.047 Eh. For the electronic energy, the calculation gives -120046.5017 eV. The HOMO energy is -8.74 eV.

The following is a DFT calculation (ωB97M-V/def2-TZVPD) of C41H48CsN11S as an isolated structure.

The geometry in XYZ format:
```
102
C41H48CsN11S | OMol25 | ωB97M-V/def2-TZVPD
Cs -0.3496 0.1664 0.3355
C 5.5784 -0.4177 1.4048
C 4.8179 -1.4990 0.9822
C 3.4872 -1.6251 1.3506
C 2.8715 -0.6723 2.1732
C 3.6584 0.4140 2.6006
C 4.9857 0.5381 2.2218
N 1.5174 -0.7302 2.4658
C 1.1111 -0.8958 3.7132
C 1.9930 -1.3152 4.7732
C 1.5502 -1.5752 6.0359
C 0.1947 -1.4220 6.3925
C -0.6737 -0.9695 5.4384
C -0.2597 -0.6908 4.1200
N -1.1535 -0.1485 3.2013
N -2.2789 0.2050 3.6550
C -3.2151 0.6431 2.6766
C -4.2011 1.5169 3.1490
C -5.1907 1.9254 2.2789
C -5.1835 1.4392 0.9755
C -4.1709 0.5719 0.6019
N -3.2086 0.1744 1.4317
H 6.6154 -0.3243 1.1098
H 5.2653 -2.2594 0.3527
H 2.9080 -2.4704 0.9974
H 3.1987 1.1557 3.2452
H 5.5649 1.3829 2.5767
H 3.0378 -1.4641 4.5341
H 2.2604 -1.9202 6.7795
H -0.1419 -1.6549 7.3934
H -1.7189 -0.8209 5.6735
H -4.1649 1.8431 4.1788
H -5.9651 2.6052 2.6112
H -5.9458 1.7181 0.2606
H -4.1222 0.1674 -0.4045
C -2.3333 0.9124 -4.7050
C -1.9794 0.4875 -3.4136
N -1.9801 1.2754 -2.3635
C -2.3557 2.5569 -2.5259
C -2.7139 3.0883 -3.7772
C -2.6923 2.2229 -4.8844
C -3.0894 4.4687 -3.8913
C -3.1210 5.2686 -2.8063
C -2.7854 4.7608 -1.5067
C -2.8340 5.5613 -0.3517
C -2.5266 5.0066 0.8632
C -2.1694 3.6498 0.8972
N -2.0865 2.8850 -0.1639
C -2.3989 3.4183 -1.3567
H -2.3140 0.2086 -5.5258
H -1.6793 -0.5426 -3.2407
H -2.9639 2.6003 -5.8632
H -3.3507 4.8530 -4.8698
H -3.4050 6.3102 -2.8953
H -3.1175 6.6033 -0.4402
H -2.5562 5.5809 1.7785
H -1.9356 3.1789 1.8480
C 5.2712 -1.0067 -2.5326
C 4.1251 -1.5566 -3.3764
N 3.2045 -0.5378 -3.8545
C 3.3716 -0.0829 -5.2260
C 4.5274 0.8911 -5.4276
C 2.2954 0.0204 -2.9881
C 1.4510 1.1537 -3.5094
N 2.1043 -0.3394 -1.7711
H 5.9247 -1.8160 -2.2020
H 4.9008 -0.4947 -1.6449
H 5.8718 -0.3009 -3.1047
H 3.5671 -2.3130 -2.8146
H 4.5199 -2.0734 -4.2530
H 2.4421 0.3656 -5.5677
H 3.5212 -0.9677 -5.8516
H 4.4429 1.7394 -4.7470
H 4.5323 1.2729 -6.4499
H 5.4894 0.4106 -5.2495
H 0.7630 0.8142 -4.2865
H 2.0618 1.9522 -3.9337
H 0.8714 1.5550 -2.6836
H 2.7289 -1.0926 -1.4910
N 2.6499 2.3777 0.2820
C 1.7539 2.8676 -0.2742
H 3.2497 1.7287 0.7769
C -3.1777 -2.8982 2.6192
N -3.0120 -3.3965 1.2581
C -4.2118 -3.2702 0.4513
C -1.7874 -3.4779 0.6637
S -1.5749 -3.1660 -0.9813
N -0.7532 -3.8475 1.4558
C -0.9023 -4.7220 2.6091
C 0.6196 -3.7398 1.0003
H -3.8102 -2.0092 2.5876
H -2.2204 -2.6116 3.0443
H -3.6504 -3.6460 3.2616
H -5.0573 -3.6291 1.0409
H -4.1182 -3.8591 -0.4544
H -4.3934 -2.2288 0.1703
H -1.9272 -5.0675 2.6975
H -0.6040 -4.2210 3.5338
H -0.2565 -5.5918 2.4638
H 0.7170 -2.9327 0.2842
H 0.9474 -4.6673 0.5162
H 1.2475 -3.5314 1.8666
```

Its LUMO energy is 0.002 Eh. The relative energy (zero: lowest compared OMol25 entry of this formula, charge and spin) comes out at 2.1 kcal per mole. For the electronic energy, the calculation gives -71070.0200 eV. The HOMO energy is -6.19 eV.

> What is the formula in the third record?

C41H48B2I2N4O26

> Look up the electronic energy of the fourth one.

-71070.0200 eV